A single C21H28N2O3S molecule, computed with wB97M-V/def2-TZVPD.

```
55
C21H28N2O3S, DFT wB97M-V/def2-TZVPD
C 7.3872 1.2701 0.5430
O 7.0309 -0.0233 0.1156
C 5.7178 -0.3449 0.0227
C 5.4360 -1.6446 -0.4103
C 4.1353 -2.0691 -0.5343
C 3.0718 -1.2211 -0.2163
C 1.7001 -1.7548 -0.3750
O 1.4301 -2.6895 -1.1113
N 0.7337 -1.1481 0.3695
C -0.5888 -1.5584 0.3318
S -1.0274 -2.9052 -0.6579
C -2.6733 -2.7614 -0.1267
C -3.7050 -3.7087 -0.6323
C -2.8526 -1.7348 0.7550
C -4.1864 -1.4423 1.3686
C -1.6471 -1.0148 1.0134
C -1.5276 0.1919 1.9117
N -1.6742 1.5159 1.3299
C -2.9708 1.8563 0.7763
C -3.1239 1.4726 -0.7051
C -4.4419 1.9723 -1.2785
O -2.0755 2.0538 -1.4636
C -0.8035 1.6186 -1.0175
C 0.2512 2.2673 -1.9022
C -0.6223 2.0041 0.4614
C 3.3557 0.0752 0.1983
C 4.6621 0.5145 0.3159
H 8.4757 1.2896 0.5438
H 7.0129 2.0371 -0.1423
H 7.0216 1.4739 1.5544
H 6.2629 -2.2955 -0.6451
H 3.9089 -3.0673 -0.8761
H 0.9737 -0.4258 1.0306
H -4.5293 -3.1701 -1.1002
H -3.2645 -4.3795 -1.3648
H -4.1146 -4.3073 0.1827
H -4.8057 -0.8566 0.6883
H -4.0824 -0.8919 2.2998
H -4.7096 -2.3734 1.5769
H -2.2863 0.1234 2.6969
H -0.5512 0.1805 2.4110
H -3.7514 1.3863 1.3726
H -3.0767 2.9455 0.8558
H -3.0630 0.3757 -0.8055
H -4.5094 1.7052 -2.3292
H -5.2772 1.5312 -0.7412
H -4.4926 3.0545 -1.1936
H -0.7506 0.5226 -1.1249
H 0.0445 2.0327 -2.9424
H 1.2403 1.8966 -1.6454
H 0.2252 3.3470 -1.7798
H 0.3457 1.6647 0.8341
H -0.6451 3.0999 0.5232
H 2.5622 0.7796 0.4067
H 4.8441 1.5298 0.6316
```

## Properties
Molecular weight (g mol⁻¹): 388.533
SMILES: COc1ccc(C(=O)Nc2sc(C)c(C)c2CN2C[C@@H](C)O[C@@H](C)C2)cc1
Relative energy (zero: lowest compared OMol25 entry of this formula, charge and spin) (kJ/mol): 175.4
HOMO (eV): -7.6
Orbital gap (eV): 8.13
Charge: 0
E (Eh): -1550.4368